No. 1
172
Properties=species:S:1:pos:R:3 method="wB97M-V/def2-TZVPD" gap_ev=8.0 lumo_ev=-1.112 homo_ev=-9.16 total_energy_ha=-4736.7897
H 1.624 -3.645 -2.290
H 5.144 -0.365 -3.592
H 2.179 3.963 7.519
O 0.400 -2.096 -0.855
O -0.507 -6.891 1.664
H -1.304 6.929 1.068
H -5.431 1.951 -3.403
O 5.340 -1.314 1.279
H -3.838 2.700 -1.472
N 0.260 2.846 7.365
O -0.853 -2.474 -7.059
H -2.187 -3.194 -2.826
N 6.975 -3.410 -2.886
H -1.789 2.588 4.843
H -0.523 5.342 0.540
H -3.098 -4.919 8.779
H 3.941 2.431 -0.522
C -2.776 -0.771 -5.927
C -2.464 5.853 -0.365
H 5.458 -2.541 -0.677
H -0.347 2.274 7.935
N 4.001 3.421 -0.328
H 1.556 -5.621 0.020
C 4.908 -3.024 -1.470
C -2.535 -4.466 7.975
C 2.823 1.254 4.379
C -4.741 1.392 -0.012
C -5.225 -3.372 -1.407
H -2.073 2.123 6.478
H 6.013 3.905 -0.103
H -1.554 -1.125 -4.291
N -1.760 2.751 -4.259
O 7.471 -3.789 -3.963
C -6.548 0.035 -0.817
C 3.144 0.141 -2.884
H 0.551 0.455 -5.091
C 4.637 1.247 2.257
H -1.864 1.169 -1.011
N -3.440 6.789 -0.269
N -7.346 0.204 -3.181
C -1.302 1.012 -0.102
O -0.820 -2.413 3.794
N -0.556 -2.134 4.947
C 5.494 -3.491 -2.703
O 2.954 5.190 0.551
C 2.928 4.009 0.307
H 1.823 2.918 8.883
O 0.464 3.728 5.317
H 1.655 -4.396 1.292
H -0.337 -3.943 -4.539
O 7.647 -3.101 -1.906
H 0.418 -1.321 1.725
H -5.398 7.283 0.017
H 1.985 2.229 1.195
C -0.057 -0.421 1.361
C -0.523 -0.164 0.070
O 3.697 -2.235 2.246
H -5.843 0.052 1.205
H 0.540 -6.818 3.755
C -0.219 0.505 2.323
N -0.321 -1.152 -1.088
O 0.369 -1.394 5.207
C 0.678 5.560 -5.060
H -0.865 2.468 2.891
H 5.135 -4.488 -4.548
H 2.125 1.332 5.200
H -3.093 -3.291 4.920
C 1.870 0.418 -3.389
H 2.473 -0.098 -6.736
H 4.610 -0.592 -5.908
C 1.368 3.513 8.091
O 2.680 0.681 -0.667
C 3.400 2.458 3.975
H 2.520 -5.838 4.540
C -2.523 -3.484 5.817
H 0.242 -2.673 7.434
O -7.073 0.704 -4.292
H -3.289 -1.332 -6.707
C -1.294 2.165 5.717
H 4.697 3.335 2.517
H -3.165 7.680 0.120
H 1.639 4.940 -1.887
C 2.128 -5.365 3.640
O -0.830 -0.885 -2.196
H 0.900 4.372 8.571
H 3.016 -2.734 -0.458
O -8.226 -0.616 -2.982
C -1.392 2.033 0.862
H 2.758 -4.490 -4.301
H 0.924 6.199 -5.896
H -7.256 -0.769 -0.680
H 2.181 6.401 -3.782
C 0.450 -6.163 1.887
H 0.274 0.320 3.265
C 4.060 0.016 2.664
C 2.703 -3.692 -2.266
C 1.098 4.813 -2.813
C -2.915 -4.918 -1.770
N -1.741 -1.514 -5.205
O 4.697 0.237 -1.201
C 4.335 2.403 2.926
H -6.023 -5.060 -0.225
H 0.965 -3.130 -5.452
C -4.096 -2.825 -1.995
C -0.716 3.804 -4.096
H -4.227 -4.430 6.641
C 2.521 -0.059 -5.658
C -5.457 1.564 -2.395
C -6.464 0.605 -2.114
C 1.730 3.223 0.828
N -1.676 -5.762 -2.012
N 3.531 0.352 -1.458
C 1.338 5.726 -3.812
C -0.735 -3.095 7.253
C -0.821 1.711 2.122
C 0.105 3.836 -2.950
C -4.004 -5.387 -1.020
O -2.080 2.076 -3.279
H -3.530 -0.449 -5.208
H -4.054 -1.827 -2.406
C -1.282 -2.893 6.017
C 5.187 4.119 -0.782
C -1.302 -3.880 8.259
C -0.868 -2.303 -5.845
C -4.609 1.960 -1.317
H 1.870 -4.354 3.955
O -2.221 2.640 -5.381
C 3.549 -3.198 -1.275
C 1.544 0.240 -4.723
C -2.980 -3.601 -2.216
O -1.708 -6.992 -1.905
H -0.979 4.650 -6.058
C 0.054 -2.982 -4.872
H 3.159 3.394 4.458
H -0.588 6.913 -0.348
H -5.072 6.906 -1.690
H -0.072 3.224 -2.078
H -4.103 1.781 0.767
C -5.219 -4.659 -0.825
H 5.392 1.307 1.487
H -1.053 1.127 5.488
C 4.108 -0.226 -3.862
H 5.461 3.750 -1.770
C -1.135 6.203 0.273
C 1.009 -5.145 0.834
H 0.864 3.230 0.167
H -5.142 5.641 -0.451
C -5.673 0.386 0.193
H -2.382 0.124 -6.409
H -1.841 2.978 0.592
H 0.199 -4.557 0.402
O -2.630 4.745 -0.796
H 1.072 0.683 -2.712
H 0.340 -2.399 -3.997
C -0.385 4.674 -5.157
C 4.696 -4.051 -3.663
N 4.402 -1.247 2.023
C -4.814 6.659 -0.660
H -0.884 -3.988 9.248
C -3.166 -4.260 6.753
H 2.937 -5.403 2.910
C -0.089 3.003 6.105
O -0.614 -5.162 -2.259
H 1.511 3.780 1.739
H -3.985 -6.411 -0.679
N 0.981 -6.171 3.117
C 3.197 0.055 3.748
C 3.817 -0.380 -5.206
H 2.687 -0.807 4.153
H 5.166 5.202 -0.903
C 3.331 -4.134 -3.457
H -6.165 -2.842 -1.447



No. 2
79
Properties=species:S:1:pos:R:3 method="wB97M-V/def2-TZVPD" charge=-1 gap_ev="5.7 / 5.6" lumo_ev="1.769 / 1.817" homo_ev="-3.91 / -3.81" total_energy_ha=-3123.0821
C 0.558 -5.333 -2.037
C -2.768 -0.281 -0.923
H 1.328 1.217 4.364
O 4.610 6.203 -0.961
Pt 0.288 -0.108 -0.942
H -2.784 -0.498 1.572
O -0.824 -2.035 -2.331
O 0.497 1.697 -1.989
H -1.287 5.595 2.169
C -0.646 2.287 2.424
C 2.707 -4.681 -0.339
H 0.355 -2.402 2.322
O 2.267 -1.987 0.933
C 0.518 4.638 1.538
H -4.816 -0.254 -3.276
N 4.793 4.988 -0.917
C 1.212 3.445 1.447
H -0.085 -3.504 4.463
C 3.710 4.139 -1.229
C 0.330 -1.755 5.629
C -3.398 -1.299 1.165
C -0.748 4.662 2.098
O 5.863 4.480 -0.599
C 1.432 -2.515 0.169
N 0.194 -2.010 -0.022
H -4.345 -1.357 1.702
H 2.214 3.416 1.042
N 0.126 4.480 -1.966
H -1.744 1.622 -2.279
H 4.874 2.332 -1.125
C -2.137 0.856 -2.945
C 2.673 -5.888 -1.012
C 1.007 0.186 4.387
H 0.962 5.549 1.167
C 2.837 1.902 -1.541
H 1.621 -7.174 -2.372
H -1.297 0.290 -3.361
C 3.887 2.746 -1.277
C 0.211 -2.463 4.446
Te 1.643 0.401 1.409
C 2.462 4.685 -1.492
C 0.713 -0.423 5.592
C 1.648 -3.791 -0.517
O -0.808 3.837 -2.416
C 0.590 -4.142 -1.357
O 4.334 0.156 -2.047
H -2.854 -2.244 1.248
H -2.689 1.353 -3.742
H 0.140 -2.242 6.575
C 1.513 2.424 -1.765
C -4.305 -2.105 -2.279
C 0.478 -1.846 3.236
H 2.327 5.758 -1.491
H -4.904 -2.651 -0.280
C -1.325 3.485 2.552
C -3.919 -0.832 -3.015
H -0.285 -5.577 -2.666
C 0.631 2.252 1.870
H 3.468 -6.606 -0.866
O 0.028 5.671 -1.682
C -4.729 -1.746 -0.864
O -1.809 0.242 -0.314
O 2.264 -0.465 -1.672
N -3.036 -0.013 -2.216
C 1.382 3.860 -1.746
H -5.114 -2.615 -2.802
H -3.397 -1.090 -3.940
O -1.830 -3.428 -0.617
S -0.619 -2.849 -1.153
N -3.682 -0.993 -0.218
C 3.178 0.424 -1.758
H -5.656 -1.153 -0.870
H -2.312 3.503 2.996
H -3.439 -2.762 -2.215
H -1.110 1.365 2.754
C 0.895 -0.522 3.192
C 1.622 -6.219 -1.864
H 3.511 -4.423 0.331
H 0.798 0.134 6.513



No. 3
51
Properties=species:S:1:pos:R:3 method="wB97M-V/def2-TZVPD" charge=+1 gap_ev=7.3 lumo_ev=-4.230 homo_ev=-11.58 total_energy_ha=-2767.5456
C -2.675 -0.953 0.399
C -2.566 -3.528 1.248
H -4.675 0.742 -0.715
C 1.924 4.329 0.244
H -2.502 -4.537 1.632
F 3.101 -0.842 -3.695
C -0.489 -3.043 2.550
O 1.410 -2.445 0.403
C 0.104 2.798 0.314
H 2.346 5.280 -0.050
Pt -0.066 0.012 1.006
C -0.345 -1.760 -2.410
H -0.977 -3.446 3.438
F 4.402 -2.065 -2.468
N 1.615 -0.807 -1.422
H -4.330 3.142 -1.186
H 3.894 0.999 1.565
F -0.993 -0.688 -2.001
C -3.730 1.212 -0.489
C -1.290 2.392 0.049
C -2.301 3.158 -0.516
S 3.136 -0.252 -1.056
C 2.959 1.222 2.079
O 3.088 1.208 -1.192
S 1.104 -2.232 -1.182
C -3.691 -1.807 0.046
N -1.549 1.123 0.373
H -4.529 -1.448 -0.533
N 0.885 1.852 0.923
F 4.947 -0.017 -2.934
C -2.690 0.491 0.071
C 0.591 4.030 -0.035
C -1.551 -2.626 1.588
O 1.813 -3.302 -1.810
F -1.196 -2.788 -2.454
H 2.451 0.289 2.299
C 2.137 2.161 1.264
C -3.526 2.559 -0.759
C -3.612 -3.138 0.447
N -1.576 -1.381 1.091
H 0.135 -3.828 2.122
H 3.714 3.597 1.157
H -0.047 4.755 -0.518
F 0.186 -1.584 -3.581
H 0.153 -2.216 2.833
O 1.504 -1.256 1.202
H 3.207 1.715 3.021
H -2.137 4.195 -0.765
H -4.377 -3.846 0.157
C 2.681 3.403 0.908
C 3.933 -0.831 -2.658



No. 4
11
Properties=species:S:1:pos:R:3 method="wB97M-V/def2-TZVPD" gap_ev=9.2 lumo_ev=1.067 homo_ev=-8.16 smiles=Nc1cn[nH]c1 total_energy_ha=-281.5357
N 1.366 1.154 0.451
N 1.681 -0.048 0.047
N -1.864 -0.402 -0.279
C 0.596 -0.815 -0.249
C -0.521 -0.027 -0.051
H -2.511 0.118 0.297
C 0.043 1.234 0.369
H -0.051 2.270 0.115
H -2.042 -1.395 -0.161
H 2.657 -0.264 0.018
H 0.732 -1.837 -0.562



Repeat the fourth record exactly.
11
Properties=species:S:1:pos:R:3 method="wB97M-V/def2-TZVPD" gap_ev=9.2 lumo_ev=1.067 homo_ev=-8.16 smiles=Nc1cn[nH]c1 total_energy_ha=-281.5357
N 1.366 1.154 0.451
N 1.681 -0.048 0.047
N -1.864 -0.402 -0.279
C 0.596 -0.815 -0.249
C -0.521 -0.027 -0.051
H -2.511 0.118 0.297
C 0.043 1.234 0.369
H -0.051 2.270 0.115
H -2.042 -1.395 -0.161
H 2.657 -0.264 0.018
H 0.732 -1.837 -0.562



What did the second record say?
79
Properties=species:S:1:pos:R:3 method="wB97M-V/def2-TZVPD" charge=-1 gap_ev="5.7 / 5.6" lumo_ev="1.769 / 1.817" homo_ev="-3.91 / -3.81" total_energy_ha=-3123.0821
C 0.558 -5.333 -2.037
C -2.768 -0.281 -0.923
H 1.328 1.217 4.364
O 4.610 6.203 -0.961
Pt 0.288 -0.108 -0.942
H -2.784 -0.498 1.572
O -0.824 -2.035 -2.331
O 0.497 1.697 -1.989
H -1.287 5.595 2.169
C -0.646 2.287 2.424
C 2.707 -4.681 -0.339
H 0.355 -2.402 2.322
O 2.267 -1.987 0.933
C 0.518 4.638 1.538
H -4.816 -0.254 -3.276
N 4.793 4.988 -0.917
C 1.212 3.445 1.447
H -0.085 -3.504 4.463
C 3.710 4.139 -1.229
C 0.330 -1.755 5.629
C -3.398 -1.299 1.165
C -0.748 4.662 2.098
O 5.863 4.480 -0.599
C 1.432 -2.515 0.169
N 0.194 -2.010 -0.022
H -4.345 -1.357 1.702
H 2.214 3.416 1.042
N 0.126 4.480 -1.966
H -1.744 1.622 -2.279
H 4.874 2.332 -1.125
C -2.137 0.856 -2.945
C 2.673 -5.888 -1.012
C 1.007 0.186 4.387
H 0.962 5.549 1.167
C 2.837 1.902 -1.541
H 1.621 -7.174 -2.372
H -1.297 0.290 -3.361
C 3.887 2.746 -1.277
C 0.211 -2.463 4.446
Te 1.643 0.401 1.409
C 2.462 4.685 -1.492
C 0.713 -0.423 5.592
C 1.648 -3.791 -0.517
O -0.808 3.837 -2.416
C 0.590 -4.142 -1.357
O 4.334 0.156 -2.047
H -2.854 -2.244 1.248
H -2.689 1.353 -3.742
H 0.140 -2.242 6.575
C 1.513 2.424 -1.765
C -4.305 -2.105 -2.279
C 0.478 -1.846 3.236
H 2.327 5.758 -1.491
H -4.904 -2.651 -0.280
C -1.325 3.485 2.552
C -3.919 -0.832 -3.015
H -0.285 -5.577 -2.666
C 0.631 2.252 1.870
H 3.468 -6.606 -0.866
O 0.028 5.671 -1.682
C -4.729 -1.746 -0.864
O -1.809 0.242 -0.314
O 2.264 -0.465 -1.672
N -3.036 -0.013 -2.216
C 1.382 3.860 -1.746
H -5.114 -2.615 -2.802
H -3.397 -1.090 -3.940
O -1.830 -3.428 -0.617
S -0.619 -2.849 -1.153
N -3.682 -0.993 -0.218
C 3.178 0.424 -1.758
H -5.656 -1.153 -0.870
H -2.312 3.503 2.996
H -3.439 -2.762 -2.215
H -1.110 1.365 2.754
C 0.895 -0.522 3.192
C 1.622 -6.219 -1.864
H 3.511 -4.423 0.331
H 0.798 0.134 6.513